Record 1
The following is a DFT calculation (the ωB97M-V functional and the def2-TZVPD basis) of C7H15AgCl6O as an isolated structure at a distorted geometry.

Structure (XYZ):
```
30
Properties=species:S:1:pos:R:3:nbo_charge:R:1
Ag -15.850 -11.999 -6.926 0.96
Cl -20.835 -10.457 -7.203 -0.03
Cl -17.765 -9.968 -6.911 -0.15
Cl -20.038 -15.289 -4.349 -0.08
Cl -22.624 -12.126 -3.108 -0.04
Cl -19.833 -11.052 -0.323 -0.07
Cl -16.408 -9.780 -0.191 -0.07
O -15.962 -11.790 -4.665 -0.37
C -16.887 -11.852 -3.718 -0.31
C -18.941 -9.009 -5.940 -0.33
C -18.349 -11.583 0.528 -0.38
C -20.228 -8.893 -6.654 -0.41
C -17.564 -10.374 1.023 -0.39
C -21.356 -14.487 -3.438 -0.38
C -21.132 -13.009 -3.454 -0.40
H -17.728 -12.105 -0.196 0.21
H -18.508 -8.022 -5.815 0.24
H -20.959 -8.453 -5.988 0.25
H -18.243 -9.549 1.197 0.24
H -20.753 -12.689 -4.420 0.21
H -18.610 -12.254 1.335 0.23
H -20.437 -12.749 -2.659 0.22
H -21.356 -14.860 -2.419 0.23
H -20.062 -8.281 -7.537 0.23
H -19.021 -9.501 -4.977 0.22
H -17.019 -10.613 1.930 0.23
H -16.550 -11.547 -2.722 0.20
H -17.727 -11.200 -4.028 0.25
H -17.327 -12.860 -3.632 0.25
H -22.295 -14.770 -3.901 0.23
```

LUMO (spin up / spin down) = -5.388 / -6.378 eV
Energy = -3258.71868 Ha
HOMO (spin up / spin down) = -0.4807 / -0.4807 hartree
Multiplicity = 2
Charge = +1
⟨S²⟩ = 0.755

Record 2
The following is a DFT calculation (the ωB97M-V functional and the def2-TZVPD basis) of a single CH4N2O3 molecule at a distorted geometry.

Structure (XYZ):
```
10
Properties=species:S:1:pos:R:3:nbo_charge:R:1
O -1.555 0.642 -1.210 -0.59
O 0.872 0.328 1.496 -0.51
O 1.252 -1.123 -0.390 -0.57
N -0.144 -0.980 -0.505 -0.42
N -0.075 0.925 0.729 -0.39
C -0.662 0.355 -0.443 0.74
H 1.367 -0.909 0.509 0.46
H 0.317 -0.186 2.082 0.48
H -0.268 2.145 0.658 0.40
H -0.459 -1.575 -1.331 0.39
```

LUMO = 0.559 eV
Energy = -375.57513 Ha
HOMO = -0.3401 hartree
Charge = 0
SMILES = O=C(NO)NO

Record 3
The following is a DFT calculation (the ωB97M-V functional and the def2-TZVPD basis) of C2H6IN2O as an isolated structure at a distorted geometry.

Structure (XYZ):
```
12
Properties=species:S:1:pos:R:3:nbo_charge:R:1
I -3.280 0.362 0.001 0.30
O 0.957 2.226 0.075 -0.51
N -0.180 1.322 0.097 -0.30
N 1.037 -0.692 -0.170 -0.77
C -1.721 -1.017 0.136 -0.57
C -0.028 0.012 0.025 0.53
H 2.057 -0.348 0.023 0.45
H -1.511 -1.809 -0.624 0.25
H 0.485 3.163 -0.163 0.51
H -1.038 1.656 0.497 0.42
H -1.519 -1.636 1.006 0.24
H 1.057 -1.750 -0.063 0.44
```

LUMO = -3.725 eV
Energy = -561.87113 Ha
HOMO = -0.5142 hartree
Charge = +1

Record 4
The following is a DFT calculation (the ωB97M-V functional and the def2-TZVPD basis) of C13H15CsIN7O2S as an isolated structure.

Structure (XYZ):
```
40
Properties=species:S:1:pos:R:3:nbo_charge:R:1
Cs 0.531 -0.626 -0.125 0.95
I 3.483 -0.344 3.160 0.13
S -0.403 -3.533 2.023 -0.30
O 0.607 1.038 -4.218 -0.69
O -1.925 1.042 -0.427 -0.79
N -1.374 -0.503 2.698 -0.63
N -1.477 1.908 -4.320 -0.43
N -0.623 1.030 -2.295 -0.73
N -2.047 -1.620 3.178 -0.25
N -3.523 -2.842 4.251 -0.26
N -2.594 -3.611 3.602 -0.38
N 3.841 -0.346 0.256 -0.49
C 4.567 -0.308 1.353 0.10
C 6.603 -0.231 0.156 -0.15
C 5.862 -0.267 -1.015 -0.25
C 4.482 -0.323 -0.917 0.05
C -1.778 1.299 -1.650 0.60
C -2.661 2.186 -3.702 0.07
C -3.861 -0.403 4.439 -0.66
C -0.430 1.295 -3.608 0.75
C -1.665 -2.916 2.920 0.23
C -1.252 2.212 -5.720 -0.39
C -3.173 -1.631 3.977 0.35
C 5.951 -0.250 1.379 -0.29
C -2.867 1.904 -2.408 -0.39
H -1.120 0.095 3.474 0.37
H -4.740 -0.696 5.007 0.26
H -2.651 -4.612 3.641 0.43
H -0.397 2.877 -5.834 0.21
H -1.039 1.304 -6.282 0.21
H -1.966 0.002 2.043 0.40
H 6.495 -0.222 2.311 0.24
H 3.857 -0.345 -1.802 0.21
H 6.339 -0.249 -1.984 0.23
H -2.143 2.692 -6.121 0.19
H -3.414 2.648 -4.329 0.20
H -4.169 0.219 3.598 0.24
H -3.800 2.122 -1.912 0.22
H 7.684 -0.186 0.123 0.23
H -3.210 0.193 5.081 0.23
```

LUMO = -0.026 eV
Energy = -1754.23270 Ha
HOMO = -0.2824 hartree
Charge = 0

Record 5
The following is a DFT calculation (the ωB97M-V functional and the def2-TZVPD basis) of an isolated ion of composition C14H23N6O4 and charge +1 at a distorted geometry.

Structure (XYZ):
```
47
Properties=species:S:1:pos:R:3:nbo_charge:R:1
O 3.314 0.689 2.017 -0.64
O -0.966 -1.661 0.988 -0.70
O -2.709 -1.356 -1.650 -0.65
O -0.398 1.476 -1.410 -0.66
N -1.686 0.318 1.908 -0.62
N -4.261 -1.349 -0.264 -0.79
N 4.284 1.854 0.387 -0.58
N 0.665 -1.460 -3.678 -0.48
N 0.765 0.844 0.409 -0.58
N 0.380 -2.064 -1.469 -0.48
C 2.316 -0.772 -0.416 -0.42
C -0.294 1.155 -0.188 0.69
C -1.541 -1.842 3.247 -0.72
C -3.396 -0.722 -0.946 0.67
C -1.350 -0.997 1.963 0.70
C -3.473 0.824 -1.018 -0.50
C -0.074 -2.182 -2.759 0.29
C 5.438 2.312 1.179 -0.41
C 1.562 -0.821 -2.856 -0.05
C -1.601 1.246 0.775 -0.13
C 2.137 0.701 -0.086 -0.11
C 1.439 -1.178 -1.534 0.15
C 3.294 1.052 0.811 0.64
C -2.980 1.613 0.237 -0.39
H -4.445 -2.305 -0.339 0.41
H 5.161 2.488 2.203 0.23
H -5.086 -0.805 -0.044 0.38
H 3.354 -0.937 -0.805 0.24
H -0.797 -1.593 3.984 0.24
H -2.659 -1.890 3.612 0.24
H 4.082 2.325 -0.472 0.39
H 2.382 -0.276 -3.264 0.23
H 5.786 3.175 0.582 0.22
H 6.037 1.448 1.299 0.22
H -0.107 -2.462 -0.568 0.52
H -1.960 0.775 2.772 0.42
H -1.375 -2.953 3.029 0.25
H 2.100 -1.361 0.435 0.25
H 0.601 0.763 1.385 0.42
H -3.677 1.399 1.120 0.21
H -3.015 1.315 -1.952 0.26
H -3.182 2.606 -0.038 0.23
H -4.481 1.073 -1.208 0.22
H 0.432 -1.173 -4.670 0.48
H -1.427 2.250 1.331 0.23
H 2.337 1.270 -1.015 0.23
H -0.927 -2.810 -3.021 0.25
```

LUMO = -2.126 eV
Energy = -1176.54629 Ha
HOMO = -0.4423 hartree
Charge = +1
SMILES = CNC(=O)[C@@H](Cc1c[nH]c[nH+]1)NC(=O)[C@@H](CCC(N)=O)NC(C)=O